Here is a cluster of 2 separate species, C4H9O2 in total at a distorted geometry from the OMol25 dataset. Energies are from ωB97M-V/def2-TZVPD.

Geometry (Å):
C 1.330 -0.829 -1.315
C 0.422 -1.728 -2.138
H 1.274 -0.745 -0.218
H 2.342 -1.191 -1.340
H 1.375 0.143 -1.832
H -0.518 -2.116 -1.698
H 1.042 -2.577 -2.525
H 0.164 -1.247 -3.163
C -1.075 1.797 1.412
C -1.089 1.088 2.814
O -2.081 0.318 2.983
O -0.199 1.314 3.656
H -1.342 2.831 1.486
H -1.605 1.047 0.800
H -0.041 1.894 1.078

Atoms 1-3, force components in eV/Å:
C 0.4814 0.6231 0.2080
C 0.0535 -0.6406 -1.9847
H -1.1419 0.2544 -0.4278

As for the total energy: -8385.75327 eV. The calculation puts the energy relative to the best compared isomer or geometry (same formula, charge and spin) at 14.1 kcal per mole. The calculation puts the HOMO energy (spin up / spin down) at 3.79 / -1.41 eV. The charge is -2. As for the spin multiplicity: 2. The calculation puts the orbital gap (spin up / spin down) at 2.89 / 8.03 eV.

Here are the Mulliken charges for atoms 1 to 6, given in e: atom 1 (C): -1.246, atom 2 (C): -3.651, atom 3 (H): 0.346, atom 4 (H): 0.729, atom 5 (H): 0.347, atom 6 (H): 0.795

Here is a cluster of 4 separate species, C26H59ClN4O8S in total at a distorted geometry from the OMol25 dataset. Energies are from ωB97M-V/def2-TZVPD.

Geometry (Å):
C -2.406 -1.628 0.111
C -1.739 -1.199 1.309
C -0.444 -0.229 1.322
C -0.340 0.651 -0.045
C 0.212 2.145 0.223
C 0.196 2.872 -1.240
O 1.587 2.065 0.654
N 0.797 -1.050 1.526
C 0.918 -2.129 0.499
C 2.430 -2.003 -0.108
C 2.302 -2.352 -1.685
O -0.450 0.734 2.412
C -1.749 1.013 2.914
O -2.098 0.424 3.974
C -2.797 2.051 2.310
C -3.798 1.452 1.219
C -4.866 0.400 1.786
C -6.009 0.253 0.630
S -6.264 -1.490 0.065
O -5.705 -2.528 0.987
O -7.765 -1.668 -0.080
Cl -5.513 -1.720 -1.894
H -3.024 -0.971 -0.580
H -2.369 -2.747 -0.163
H -2.165 -1.622 2.294
H 0.378 0.190 -0.808
H -1.343 0.772 -0.569
H -0.465 2.772 0.888
H 1.210 2.757 -1.750
H -0.672 2.476 -1.889
H 0.022 3.981 -1.043
H 1.835 2.958 0.979
H 0.707 -1.468 2.462
H 0.886 -3.148 1.009
H 0.228 -2.024 -0.397
H 2.747 -0.899 -0.059
H 3.166 -2.713 0.388
H 1.603 -1.576 -2.161
H 3.316 -2.377 -2.207
H 1.749 -3.365 -1.738
H -2.298 3.011 1.920
H -3.449 2.400 3.195
H -4.408 2.348 0.816
H -3.299 0.983 0.310
H -5.367 0.855 2.700
H -4.366 -0.605 1.989
H -5.684 0.880 -0.283
H -6.980 0.705 1.009
C 4.539 1.623 -4.125
O 3.229 1.124 -3.914
C 2.211 1.813 -4.631
C 2.050 1.362 -6.097
C 3.133 1.906 -7.025
N 2.017 -0.102 -6.212
H 4.549 2.708 -4.267
H 5.001 1.123 -4.979
H 5.137 1.385 -3.243
H 1.278 1.583 -4.106
H 2.350 2.898 -4.556
H 1.092 1.755 -6.456
H 4.086 1.387 -6.908
H 2.832 1.787 -8.069
H 3.301 2.972 -6.848
H 1.232 -0.454 -5.666
H 2.834 -0.463 -5.720
C 1.955 6.430 1.857
O 2.174 5.183 2.497
C 2.274 5.256 3.917
C 0.915 5.291 4.648
C 0.221 6.649 4.584
N 0.002 4.264 4.134
H 2.461 7.252 2.371
H 0.885 6.631 1.779
H 2.351 6.363 0.842
H 2.794 4.342 4.221
H 2.915 6.093 4.220
H 1.108 5.079 5.706
H -0.232 6.843 3.609
H -0.583 6.699 5.323
H 0.923 7.459 4.802
H 0.434 3.351 4.267
H -0.029 4.370 3.120
C -1.910 -6.448 0.651
O -0.694 -5.723 0.560
C 0.406 -6.330 1.232
C 1.108 -7.440 0.424
C 0.338 -8.757 0.400
N 1.374 -7.018 -0.957
H -2.015 -6.958 1.612
H -1.985 -7.162 -0.171
H -2.734 -5.739 0.545
H 1.130 -5.525 1.396
H 0.106 -6.683 2.226
H 2.070 -7.639 0.911
H -0.520 -8.729 -0.275
H 0.985 -9.568 0.055
H -0.020 -9.020 1.399
H 1.969 -6.191 -0.937
H 0.495 -6.672 -1.342

Atoms 1-3, force components in eV/Å:
C 0.8890 -0.1548 1.4715
C -0.9952 -0.1491 -1.3493
C -1.0380 0.9673 -1.3427

As for the total energy: -73607.94967 eV. The calculation puts the HOMO energy at -8.33 eV. The charge is 0. The SMILES is C=C[C@](C[C@H](C)O)(NCCC)OC(=O)CCCCS(=O)(=O)Cl.COC[C@@H](C)N.COC[C@@H](C)N.COC[C@@H](C)N. As for the spin multiplicity: 1. The calculation puts the orbital gap at 7.44 eV.

Here are the Mulliken charges for atoms 1 to 6, given in e: atom 1 (C): -0.409, atom 2 (C): -0.528, atom 3 (C): 0.916, atom 4 (C): -0.936, atom 5 (C): 1.242, atom 6 (C): -1.180

Here is an isolated molecule of C5H8O2 from the OMol25 dataset. Energies are from ωB97M-V/def2-TZVPD.

Geometry (Å):
C -0.632 -0.667 1.753
C -1.452 0.234 1.222
O -1.284 0.936 0.058
C -0.580 0.295 -1.002
C 0.913 0.281 -0.784
C 1.696 -0.726 -1.168
O 1.404 1.414 -0.222
H -0.912 -1.137 2.689
H 0.317 -0.946 1.309
H -2.382 0.526 1.702
H -0.811 0.902 -1.885
H -0.961 -0.721 -1.152
H 1.259 -1.616 -1.609
H 2.773 -0.677 -1.061
H 0.651 1.901 0.149

Atoms 1-3, force components in eV/Å:
C -0.0612 0.0661 -0.1093
C 0.0051 -0.1104 0.2241
O -0.0615 -0.0440 -0.0049

As for the total energy: -9407.94479 eV. The calculation puts the energy relative to the best compared isomer or geometry (same formula, charge and spin) at 43.5 kcal per mole. The calculation puts the HOMO energy at -9.05 eV. The charge is 0. The SMILES is C=COCC(=C)O. As for the spin multiplicity: 1. The calculation puts the orbital gap at 9.94 eV.

Here are the Mulliken charges for atoms 1 to 6, given in e: atom 1 (C): -0.674, atom 2 (C): -0.013, atom 3 (O): -0.431, atom 4 (C): -0.448, atom 5 (C): 0.567, atom 6 (C): -0.898

Here is an isolated molecule of C4H8O2 from the OMol25 dataset. Energies are from ωB97M-V/def2-TZVPD.

Geometry (Å):
C 1.819 0.607 -0.485
C 0.886 -0.522 -0.456
O -0.827 -0.510 1.789
C -1.307 -0.883 0.510
C -0.539 -0.123 -0.571
O -0.888 1.255 -0.549
H 1.432 1.580 -0.155
H 2.806 0.383 -0.073
H 1.958 0.697 -1.581
H 0.036 -0.936 1.924
H -2.355 -0.578 0.492
H -1.248 -1.961 0.328
H -0.840 -0.511 -1.560
H -0.932 1.501 0.387

Atoms 1-3, force components in eV/Å:
C -0.0006 -0.0948 0.1386
C 0.0333 0.3844 -0.1050
O 0.4184 -0.1416 0.2838

As for the total energy: -8368.80588 eV. The calculation puts the energy relative to the best compared isomer or geometry (same formula, charge and spin) at 103.2 kcal per mole. The calculation puts the HOMO energy at -8.67 eV. The charge is 0. As for the spin multiplicity: 1. The calculation puts the orbital gap at 8.57 eV.

Here are the Mulliken charges for atoms 1 to 6, given in e: atom 1 (C): -0.800, atom 2 (C): -0.397, atom 3 (O): -0.525, atom 4 (C): -0.699, atom 5 (C): 0.430, atom 6 (O): -0.571

Here is a structure of composition C38H12F18GeMoN5O4S at a distorted geometry from the OMol25 dataset. Energies are from ωB97M-V/def2-TZVPD.

Geometry (Å):
Mo 1.697 0.221 -0.267
C 0.428 -0.858 3.496
C 1.098 -2.083 3.582
C 2.280 -2.228 2.901
C 2.728 -1.220 2.039
N 1.957 -0.105 1.795
C 0.889 0.086 2.619
N 3.993 -1.347 1.550
C 4.461 -0.647 0.590
N 3.684 0.130 -0.257
C 4.524 0.968 -0.981
N 4.149 1.998 -1.643
C 2.945 2.634 -1.524
C 2.731 3.730 -2.369
C 1.678 4.583 -2.137
C 0.877 4.369 -1.014
C 1.086 3.245 -0.258
N 2.049 2.334 -0.529
C 5.909 0.572 -0.716
C 7.112 1.094 -1.149
C 8.276 0.565 -0.602
C 8.232 -0.452 0.347
C 7.023 -0.966 0.800
C 5.868 -0.436 0.259
H -0.448 -0.650 4.092
H 0.718 -2.883 4.202
H 2.895 -3.113 2.985
H 0.400 1.043 2.542
H 3.440 3.881 -3.169
H 1.487 5.420 -2.794
H 0.087 5.051 -0.739
H 0.448 3.031 0.587
H 7.152 1.887 -1.884
H 9.233 0.957 -0.916
H 9.159 -0.837 0.750
H 6.983 -1.737 1.557
O 1.518 0.159 -1.940
O 1.422 0.086 -3.167
F -5.619 0.433 -1.009
C -5.165 1.620 -0.587
C -3.881 1.695 -0.067
C -3.461 2.933 0.385
F -2.241 3.074 0.930
C -4.263 4.057 0.304
F -3.808 5.233 0.731
C -5.542 3.948 -0.218
F -6.322 5.011 -0.284
C -6.001 2.717 -0.665
F -7.228 2.605 -1.155
Ge -2.814 0.019 0.011
S -0.704 0.688 0.117
C -3.159 -0.973 -1.637
C -3.730 -2.230 -1.673
F -4.019 -2.852 -0.524
C -4.028 -2.846 -2.875
F -4.598 -4.045 -2.898
C -3.743 -2.190 -4.064
F -4.040 -2.765 -5.217
C -3.160 -0.930 -4.051
F -2.901 -0.295 -5.189
C -2.877 -0.343 -2.834
F -2.338 0.887 -2.797
C -3.235 -0.953 1.682
C -2.553 -2.120 1.986
F -1.561 -2.511 1.177
C -2.843 -2.880 3.101
F -2.154 -3.987 3.365
C -3.850 -2.461 3.959
F -4.140 -3.171 5.033
C -4.535 -1.283 3.700
F -5.477 -0.863 4.535
C -4.219 -0.546 2.571
F -4.885 0.591 2.357
F 0.981 -4.475 0.241
C 0.764 -4.009 -0.998
F 1.853 -4.272 -1.738
F -0.271 -4.651 -1.520
C 0.538 -2.473 -0.974
O -0.312 -1.986 -1.680
O 1.371 -1.883 -0.170

Atoms 1-3, force components in eV/Å:
Mo -2.6829 -0.9694 1.3004
C 0.0756 -0.0238 0.0759
C -0.0053 0.1451 -0.0833

As for the total energy: -173352.10425 eV. The calculation puts the energy relative to the best compared isomer or geometry (same formula, charge and spin) at 36.4 kcal per mole. The calculation puts the HOMO energy (spin up / spin down) at -11.66 / -11.66 eV. The charge is +1. As for the spin multiplicity: 1. The calculation puts the orbital gap (spin up / spin down) at 5.34 / 5.35 eV.

Here are the Mulliken charges for atoms 1 to 6, given in e: atom 1 (Mo): -1.564, atom 2 (C): -0.647, atom 3 (C): -0.387, atom 4 (C): -0.314, atom 5 (C): 0.595, atom 6 (N): 0.135

Here is a cluster of 2 separate species, C4H14N2O in total at a distorted geometry from the OMol25 dataset. Energies are from ωB97M-V/def2-TZVPD.

Geometry (Å):
N 0.946 1.525 -2.561
C -0.150 1.970 -1.692
C 0.282 1.857 -0.197
C -0.296 0.682 0.605
C 0.572 -0.550 0.488
N 1.915 -0.539 1.109
H 1.159 0.583 -2.309
H 0.630 1.467 -3.528
H -0.317 3.022 -1.877
H -1.107 1.450 -1.825
H -0.028 2.796 0.281
H 1.363 2.010 -0.252
H -0.465 1.051 1.613
H -1.290 0.478 0.197
H 0.778 -0.765 -0.558
H 0.123 -1.471 0.870
H 1.837 -0.802 2.084
H 2.351 0.377 1.042
O -2.720 -4.094 2.024
H -3.021 -3.205 1.789
H -2.778 -4.510 1.152

Atoms 1-3, force components in eV/Å:
N -0.6346 0.2556 -0.3791
C 0.2931 -0.1016 0.8790
C -0.5119 1.2967 -0.7285

As for the total energy: -9402.19489 eV. The calculation puts the energy relative to the best compared isomer or geometry (same formula, charge and spin) at 32.6 kcal per mole. The calculation puts the HOMO energy at -9.29 eV. The charge is 0. The SMILES is NCCCCN.O. As for the spin multiplicity: 1. The calculation puts the orbital gap at 9.93 eV.

Here are the Mulliken charges for atoms 1 to 6, given in e: atom 1 (N): -0.621, atom 2 (C): -0.449, atom 3 (C): -0.788, atom 4 (C): -0.362, atom 5 (C): -0.566, atom 6 (N): -0.580

Here is a structure of composition C15H29OSTb at a distorted geometry from the OMol25 dataset. Energies are from ωB97M-V/def2-TZVPD.

Geometry (Å):
C 1.116 2.079 -0.082
H 1.539 2.499 0.816
H 1.880 2.033 -0.856
H 1.344 0.909 0.363
C -0.127 2.951 -0.610
H -0.686 2.288 -1.224
H -0.697 3.187 0.255
C 0.021 4.285 -1.400
H -0.966 4.714 -1.626
H 0.548 5.095 -0.865
H 0.503 4.182 -2.381
C -0.898 -2.049 -0.888
C -1.302 -1.080 -1.886
C -0.095 -0.393 -2.353
C 1.059 -0.946 -1.635
C 0.562 -1.955 -0.715
C 1.378 -2.962 -0.015
C 2.471 -0.698 -1.980
C -0.023 0.645 -3.386
C -2.678 -0.705 -2.186
C -1.774 -2.988 -0.189
Tb -0.577 0.305 0.149
H 3.146 -0.982 -1.168
H 2.786 -1.290 -2.870
H 2.654 0.352 -2.228
H 2.417 -2.621 0.196
H 0.937 -3.329 0.933
H 1.483 -3.860 -0.667
H -2.773 -2.573 0.032
H -1.961 -3.903 -0.795
H -1.354 -3.367 0.775
H -2.774 0.304 -2.636
H -3.177 -1.380 -2.919
H -3.348 -0.733 -1.299
H 0.775 1.397 -3.183
H 0.214 0.253 -4.402
H -0.974 1.185 -3.502
C -0.317 -0.979 3.454
S -1.954 -0.134 3.164
C -1.588 1.287 4.155
O -1.801 0.759 1.853
H -0.193 -1.522 4.422
H 0.382 -0.088 3.419
H -0.123 -1.675 2.629
H -0.567 1.663 3.757
H -2.356 2.031 3.779
H -1.623 1.118 5.225

Atoms 1-3, force components in eV/Å:
C 2.6720 -0.2913 0.4449
H 0.3309 0.9768 0.0306
H 0.1665 0.2530 0.0852

As for the total energy: -51326.04228 eV. The calculation puts the energy relative to the best compared isomer or geometry (same formula, charge and spin) at 45.3 kcal per mole. The calculation puts the HOMO energy (spin up / spin down) at -14.47 / -14.47 eV. The charge is +2. As for the spin multiplicity: 7. The calculation puts the orbital gap (spin up / spin down) at 6.76 / 7.27 eV.

Here are the Mulliken charges for atoms 1 to 6, given in e: atom 1 (C): -0.628, atom 2 (H): 0.645, atom 3 (H): 0.364, atom 4 (H): 0.188, atom 5 (C): -0.080, atom 6 (H): 0.144